Record 1
Entry from the OMol25 dataset: a 12-piece molecular cluster, C40H90F14N12O28S14 overall (ωB97M-V with the def2-TZVPD basis set).

ORCA input file:
```
! wB97M-V def2-TZVPD RIJCOSX def2/J DEFGRID3
* xyz -2 1
C -0.78 -1.72 -0.49
C -0.20 -0.31 -0.61
C 0.25 0.18 0.78
N 1.08 1.42 0.72
C 2.49 1.31 -0.03
C 0.18 2.64 0.31
C 0.77 3.92 1.00
C 1.71 3.28 2.02
C 1.42 1.81 2.17
H -0.09 -2.56 -0.34
H -1.12 -1.75 -1.53
H -1.55 -1.79 0.28
H -0.93 0.40 -0.98
H 0.51 -0.28 -1.43
H 0.91 -0.52 1.28
H -0.65 0.22 1.38
H 3.04 2.25 0.10
H 2.49 1.04 -1.08
H 3.02 0.56 0.56
H 0.29 2.79 -0.77
H -0.85 2.44 0.58
H 1.33 4.38 0.19
H 0.00 4.54 1.47
H 2.76 3.49 1.82
H 1.49 3.81 2.94
H 2.30 1.25 2.49
H 0.53 1.60 2.76
C 4.13 12.72 -0.28
C 3.62 12.86 -1.73
C 2.90 11.57 -2.10
N 2.50 11.49 -3.60
C 1.53 12.63 -3.95
C 1.73 10.23 -3.94
C 1.94 10.05 -5.41
C 3.17 10.93 -5.88
C 3.69 11.44 -4.52
H 3.57 12.02 0.34
H 4.10 13.72 0.14
H 5.21 12.57 -0.26
H 4.55 13.12 -2.24
H 2.97 13.73 -1.69
H 1.94 11.60 -1.59
H 3.43 10.66 -1.83
H 1.09 12.40 -4.92
H 2.15 13.53 -3.93
H 0.72 12.57 -3.22
H 0.68 10.20 -3.66
H 2.26 9.34 -3.58
H 1.03 10.13 -6.00
H 2.33 9.05 -5.55
H 2.81 11.75 -6.50
H 4.04 10.43 -6.30
H 4.22 12.39 -4.47
H 4.33 10.64 -4.13
C -3.53 -5.27 -6.83
C -4.76 -4.37 -7.08
C -4.47 -2.88 -7.34
N -5.70 -2.02 -7.27
C -6.22 -1.88 -5.79
C -6.83 -2.59 -8.20
C -7.78 -1.40 -8.61
C -7.02 -0.20 -8.14
C -5.61 -0.68 -7.93
H -3.04 -4.98 -5.91
H -2.85 -5.37 -7.68
H -3.90 -6.28 -6.68
H -5.24 -4.49 -6.11
H -5.44 -4.76 -7.83
H -4.02 -2.65 -8.30
H -3.75 -2.57 -6.57
H -5.52 -1.32 -5.18
H -6.30 -2.80 -5.20
H -7.17 -1.35 -5.81
H -7.22 -3.41 -7.62
H -6.36 -3.03 -9.08
H -8.72 -1.52 -8.08
H -7.87 -1.47 -9.70
H -7.36 0.40 -7.30
H -7.09 0.51 -8.95
H -5.08 -0.08 -7.19
H -5.06 -0.69 -8.87
C 2.22 -7.18 3.57
C 2.93 -7.76 4.82
C 3.52 -6.60 5.73
N 4.83 -6.93 6.49
C 4.44 -7.95 7.63
C 5.94 -7.42 5.52
C 7.23 -6.90 6.08
C 6.91 -6.01 7.31
C 5.46 -5.65 7.08
H 1.37 -6.56 3.84
H 1.83 -8.09 3.14
H 2.79 -6.50 2.93
H 3.69 -8.47 4.48
H 2.21 -8.42 5.30
H 2.79 -6.30 6.48
H 3.75 -5.77 5.07
H 5.37 -8.22 8.13
H 3.85 -8.71 7.10
H 3.68 -7.61 8.33
H 5.97 -8.51 5.57
H 5.76 -7.06 4.51
H 7.89 -7.74 6.29
H 7.72 -6.35 5.27
H 6.99 -6.62 8.21
H 7.54 -5.15 7.54
H 4.91 -5.28 7.94
H 5.37 -4.87 6.32
C -7.43 -4.53 1.97
C -7.18 -5.78 2.73
C -6.75 -5.55 4.25
N -6.32 -6.83 5.00
C -4.94 -7.23 4.46
C -7.27 -8.02 5.05
C -8.35 -7.66 6.12
C -7.69 -6.66 7.05
C -6.23 -6.54 6.57
H -8.04 -3.81 2.52
H -7.98 -4.76 1.06
H -6.54 -4.08 1.53
H -6.36 -6.30 2.23
H -8.06 -6.38 2.51
H -7.54 -5.14 4.88
H -5.93 -4.84 4.31
H -4.34 -6.33 4.51
H -5.05 -7.55 3.42
H -4.64 -8.04 5.12
H -6.71 -8.93 5.24
H -7.69 -8.12 4.05
H -8.62 -8.59 6.61
H -9.23 -7.30 5.58
H -7.78 -6.77 8.13
H -8.18 -5.71 6.84
H -5.51 -7.27 6.93
H -5.83 -5.53 6.69
N 1.50 -0.78 -8.99
S 1.01 0.61 -9.44
O 1.94 1.76 -9.23
O -0.45 0.87 -9.43
F 1.20 0.29 -11.01
S 1.33 -0.22 -7.41
O 0.08 0.20 -6.82
O 2.54 0.35 -6.78
F 1.33 -1.76 -6.86
N 9.37 1.93 5.66
S 7.92 1.66 5.97
O 7.21 2.63 6.81
O 7.43 0.28 5.97
F 7.39 2.00 4.45
S 9.78 1.02 7.08
O 9.87 -0.46 6.91
O 9.52 1.50 8.47
F 11.36 1.29 6.95
N 7.83 -4.31 -1.94
S 7.61 -5.75 -1.61
O 7.13 -6.56 -2.72
O 7.23 -6.15 -0.24
F 9.22 -6.21 -1.59
S 6.10 -3.97 -2.05
O 5.32 -3.93 -0.81
O 5.35 -4.48 -3.19
F 6.39 -2.44 -2.40
N -1.51 -3.50 7.68
S -0.60 -3.37 9.09
O -1.41 -2.81 10.21
O 0.82 -3.21 9.11
F -0.67 -4.95 9.44
S -0.98 -2.20 7.16
O 0.29 -2.30 6.55
O -1.36 -0.93 7.74
F -1.97 -2.06 5.91
N 5.66 6.32 -2.44
S 7.16 6.40 -1.62
O 8.36 6.53 -2.42
O 7.30 5.66 -0.36
F 7.02 7.89 -1.13
S 6.06 5.26 -3.41
O 6.94 4.16 -2.95
O 6.15 5.62 -4.80
F 4.60 4.56 -3.39
N -4.78 6.50 -5.00
S -3.44 5.48 -4.88
O -2.19 5.71 -5.62
O -3.75 4.09 -4.48
F -3.04 6.18 -3.47
S -4.67 6.89 -6.36
O -4.65 5.84 -7.38
O -3.89 8.10 -6.58
F -6.17 7.47 -6.48
N -6.14 3.82 1.70
S -5.31 4.06 3.19
O -4.00 3.39 3.37
O -6.02 4.61 4.30
F -4.70 5.47 2.67
S -6.21 2.38 1.98
O -7.08 1.95 3.08
O -5.15 1.40 1.58
F -7.10 2.08 0.69
*
```

Values from the calculation:
frontier orbital gap = 0.21791 Ha

Here are the Mulliken charges for atoms 1 to 5, given in e: -1.241 -0.294 -1.056 0.157 -0.911

---

Record 2
Entry from the OMol25 dataset: a 4-piece molecular cluster, C40H90N4O11P overall (ωB97M-V with the def2-TZVPD basis set).

ORCA input file:
```
! wB97M-V def2-TZVPD RIJCOSX def2/J DEFGRID3
* xyz 0 2
C 5.36 -0.08 0.74
C 5.65 -1.28 -0.18
O 4.55 -2.16 -0.10
C 4.20 -2.76 -1.33
C 2.68 -3.07 -1.39
C 1.91 -2.54 -0.18
C 1.72 -1.00 -0.31
C 0.34 -0.70 -0.93
C 0.21 0.66 -1.64
C -1.07 0.60 -2.53
C -2.34 0.32 -1.71
P -3.57 1.67 -1.88
O -2.94 2.97 -2.24
O -4.74 1.36 -2.98
C -5.13 -0.01 -3.16
C -6.61 -0.08 -3.53
O -4.22 1.87 -0.39
C -5.09 0.78 0.01
C -5.42 0.83 1.49
C 1.39 0.89 -2.62
C 2.45 1.92 -2.17
C 2.17 3.25 -2.91
C 3.83 1.40 -2.67
N 2.55 2.08 -0.70
O 3.46 2.94 -0.38
C 1.27 2.45 -0.01
C 1.06 3.96 0.18
C 1.37 1.84 1.44
C 0.00 1.86 -0.68
H 4.79 0.69 0.22
H 6.28 0.34 1.16
H 4.75 -0.45 1.57
H 5.85 -0.93 -1.20
H 6.57 -1.76 0.20
H 4.75 -3.71 -1.45
H 4.46 -2.15 -2.20
H 2.28 -2.57 -2.28
H 2.53 -4.14 -1.54
H 0.91 -2.99 -0.13
H 2.41 -2.78 0.76
H 1.84 -0.59 0.69
H 2.55 -0.64 -0.93
H -0.41 -0.85 -0.14
H 0.15 -1.50 -1.66
H -0.93 -0.10 -3.36
H -1.15 1.60 -2.98
H -2.15 0.23 -0.64
H -2.75 -0.65 -2.00
H -4.56 -0.45 -3.98
H -4.98 -0.64 -2.28
H -6.80 0.41 -4.49
H -6.93 -1.12 -3.61
H -7.24 0.40 -2.78
H -6.02 0.87 -0.57
H -4.59 -0.17 -0.21
H -6.03 1.70 1.73
H -4.54 0.77 2.13
H -6.03 -0.05 1.71
H 1.83 -0.09 -2.83
H 0.97 1.27 -3.55
H 2.74 4.08 -2.50
H 1.10 3.48 -2.84
H 2.38 3.10 -3.97
H 3.85 0.31 -2.74
H 4.65 1.68 -2.00
H 4.04 1.76 -3.68
H 1.42 4.57 -0.66
H 1.61 4.29 1.06
H 0.00 4.15 0.36
H 0.99 2.57 2.15
H 2.43 1.70 1.68
H 0.79 0.93 1.55
H -0.56 2.63 -1.20
H -0.65 1.52 0.13
C -2.09 7.99 3.92
O -2.95 7.03 4.49
C -4.26 7.00 3.93
C -4.49 5.73 3.14
N -3.69 5.70 1.92
C -3.68 4.41 1.23
C -3.05 3.22 1.96
O -1.65 3.33 2.15
C -1.24 4.05 3.30
H -1.18 8.02 4.52
H -1.82 7.73 2.89
H -2.55 8.98 3.93
H -4.44 7.88 3.31
H -4.97 7.03 4.76
H -5.55 5.65 2.88
H -4.24 4.88 3.81
H -2.74 5.95 2.15
H -3.13 4.55 0.30
H -4.70 4.15 0.96
H -3.20 2.35 1.33
H -3.56 3.00 2.91
H -1.95 3.95 4.12
H -1.09 5.11 3.07
H -0.27 3.65 3.62
C 8.36 -4.85 -2.31
O 8.19 -3.63 -3.00
C 9.21 -3.37 -3.96
C 8.65 -3.43 -5.37
N 8.31 -4.80 -5.74
C 7.55 -4.91 -6.99
C 6.16 -4.28 -7.02
O 5.22 -4.93 -6.17
C 5.23 -4.50 -4.82
H 7.62 -4.88 -1.50
H 8.19 -5.71 -2.96
H 9.35 -4.93 -1.86
H 10.06 -4.04 -3.84
H 9.56 -2.35 -3.78
H 9.40 -3.05 -6.07
H 7.78 -2.77 -5.41
H 7.77 -5.22 -5.00
H 7.44 -5.97 -7.20
H 8.15 -4.48 -7.80
H 5.77 -4.40 -8.03
H 6.18 -3.20 -6.82
H 5.52 -3.45 -4.72
H 5.90 -5.13 -4.23
H 4.23 -4.63 -4.42
C -7.49 -2.89 7.06
O -6.12 -3.13 7.31
C -5.64 -4.35 6.76
C -4.67 -4.09 5.62
N -5.37 -3.56 4.45
C -4.48 -3.06 3.40
C -3.58 -1.87 3.72
O -4.27 -0.66 3.94
C -4.74 -0.45 5.26
H -7.78 -2.01 7.64
H -7.69 -2.68 6.00
H -8.11 -3.74 7.38
H -6.46 -5.00 6.44
H -5.10 -4.87 7.56
H -4.19 -5.03 5.34
H -3.90 -3.41 5.99
H -5.96 -2.80 4.75
H -5.11 -2.78 2.56
H -3.85 -3.90 3.06
H -2.95 -1.70 2.85
H -2.89 -2.08 4.55
H -4.09 -0.91 6.01
H -5.76 -0.83 5.38
H -4.77 0.62 5.44
*
```

Values from the calculation:
frontier orbital gap (spin up / spin down) = 0.31675 / 0.31662 Ha

Here are the Mulliken charges for atoms 1 to 5, given in e: -1.073 -0.139 -0.369 -0.017 -0.950

---

| no. | total energy (eV) |
| --- | --- |
| 1 | -307865.2605 |
| 2 | -80706.5922 |